Record 1
Entry from OMol25: C37H38N4O5PtS3 as an isolated structure (ωB97M-V/def2-TZVPD).

The calculation puts the LUMO energy at -0.82 eV. The multiplicity is 1. For the energy above the lowest of the compared OMol25 structures with the same formula, charge and spin, the calculation gives 188.6 kJ/mol. The total energy comes out at -3341.90073 a.u.

Each line ends with the Löwdin charge.
Positions of all 88 atoms, in Å:
Pt (1.43, 0.72, 1.17)  1.167
C (3.47, 2.48, -1.42)  0.011
C (3.85, 2.47, 0.01)  -0.322
N (3.19, 1.88, 0.99)  0.010
C (3.85, 2.12, 2.16)  -0.096
C (4.97, 2.87, 1.88)  -0.065
N (4.94, 3.08, 0.52)  0.188
C (6.07, 3.44, 2.69)  -0.501
O (6.03, 3.21, 3.97)  0.135
O (6.93, 4.08, 2.13)  0.093
C (3.28, 1.58, 3.45)  -0.569
O (3.91, 1.81, 4.49)  0.048
O (2.20, 0.95, 3.34)  -0.110
H (2.56, 1.90, -1.54)  0.046
H (4.26, 2.04, -2.03)  0.090
H (3.30, 3.50, -1.75)  0.091
H (5.64, 3.62, 0.03)  0.179
H (5.22, 2.65, 4.27)  0.081
C (-4.24, 3.99, -1.43)  -0.059
C (-3.58, 2.74, -2.01)  -0.550
C (-4.50, 1.55, -1.74)  -0.041
C (-3.39, 2.95, -3.53)  -0.037
C (-2.21, 2.46, -1.41)  -0.144
C (-1.62, 3.27, -0.43)  0.021
C (-0.38, 2.93, 0.07)  -0.110
N (0.31, 1.88, -0.35)  -0.014
C (-0.24, 1.04, -1.26)  -0.212
C (-1.49, 1.35, -1.81)  0.024
C (0.52, -0.17, -1.50)  -0.198
C (0.12, -1.24, -2.31)  0.053
C (0.85, -2.42, -2.36)  -0.134
C (2.01, -2.47, -1.57)  0.025
C (2.37, -1.39, -0.81)  -0.116
N (1.67, -0.26, -0.78)  -0.019
C (0.38, -3.58, -3.23)  -0.550
C (1.30, -4.80, -3.13)  -0.059
C (-1.02, -3.99, -2.76)  -0.030
C (0.36, -3.12, -4.70)  -0.038
H (-5.24, 4.10, -1.84)  0.087
H (-3.69, 4.90, -1.67)  0.088
H (-4.34, 3.91, -0.35)  0.087
H (-5.49, 1.73, -2.16)  0.089
H (-4.60, 1.40, -0.67)  0.086
H (-4.10, 0.63, -2.17)  0.075
H (-4.34, 3.21, -3.99)  0.088
H (-3.02, 2.05, -4.00)  0.078
H (-2.69, 3.75, -3.72)  0.092
H (-2.12, 4.14, -0.04)  0.107
H (0.10, 3.55, 0.82)  0.119
H (-1.89, 0.69, -2.56)  0.109
H (-0.78, -1.12, -2.89)  0.111
H (2.63, -3.35, -1.55)  0.108
H (3.28, -1.40, -0.23)  0.115
H (1.42, -5.13, -2.11)  0.084
H (2.28, -4.59, -3.56)  0.089
H (0.87, -5.62, -3.70)  0.087
H (-0.98, -4.29, -1.72)  0.092
H (-1.40, -4.82, -3.35)  0.088
H (-1.72, -3.16, -2.85)  0.076
H (1.35, -2.77, -5.00)  0.091
H (-0.35, -2.31, -4.85)  0.078
H (0.08, -3.95, -5.34)  0.088
O (-0.33, -0.30, 1.18)  -0.393
C (-0.70, -1.02, 2.31)  -0.625
C (0.18, -2.25, 2.39)  -0.447
C (-0.12, -3.53, 2.06)  -0.109
C (1.02, -4.37, 2.01)  -0.188
C (2.17, -3.70, 2.26)  -0.397
S (1.88, -2.04, 2.62)  1.041
C (-0.62, -0.14, 3.53)  -0.489
C (-0.96, 1.19, 3.54)  -0.131
C (-0.79, 1.78, 4.81)  -0.179
C (-0.33, 0.90, 5.74)  -0.398
S (-0.09, -0.67, 5.08)  1.055
C (-2.12, -1.41, 2.03)  -0.438
C (-3.10, -2.00, 2.77)  -0.108
C (-4.30, -2.15, 2.03)  -0.185
C (-4.20, -1.66, 0.77)  -0.404
S (-2.64, -1.01, 0.44)  1.094
H (-1.12, -3.87, 1.85)  0.113
H (0.97, -5.42, 1.76)  0.097
H (3.17, -4.08, 2.30)  0.059
H (-1.36, 1.70, 2.68)  0.107
H (-1.01, 2.81, 5.02)  0.099
H (-0.10, 1.08, 6.77)  0.061
H (-2.96, -2.32, 3.79)  0.119
H (-5.19, -2.60, 2.44)  0.097
H (-4.95, -1.63, 0.01)  0.053

---

Record 2
Entry from OMol25: C24H36BrGeN3O10SeV as an isolated structure (ωB97M-V/def2-TZVPD).

The calculation puts the LUMO energy (spin up / spin down) at -0.30 / -2.63 eV. The multiplicity is 4. For the energy above the lowest of the compared OMol25 structures with the same formula, charge and spin, the calculation gives 0.0 kJ/mol. The total energy comes out at -9849.30344 a.u.

Each line ends with the Löwdin spin population.
Positions of all 77 atoms, in Å:
V (-0.02, -0.14, -0.22)  1.905
C (-1.50, -3.53, -1.07)  0.001
C (-0.23, -3.49, -0.24)  0.007
C (1.03, -3.59, -1.09)  0.002
C (-0.26, -4.59, 0.82)  0.021
O (-0.23, -2.19, 0.44)  0.115
Ge (0.44, -1.96, 2.12)  0.411
O (0.12, -0.18, 1.96)  0.146
C (-0.61, 0.56, 3.00)  0.011
C (-2.00, -0.05, 3.14)  0.017
C (-0.67, 2.01, 2.55)  0.004
C (0.18, 0.46, 4.29)  0.013
O (2.09, -2.50, 1.85)  0.200
C (3.34, -2.24, 2.54)  0.009
C (3.58, -3.37, 3.52)  0.000
C (4.38, -2.24, 1.42)  0.011
C (3.30, -0.89, 3.23)  0.001
H (-1.55, -4.48, -1.61)  0.000
H (-2.38, -3.43, -0.43)  0.000
H (-1.51, -2.73, -1.80)  0.000
H (1.09, -4.58, -1.55)  0.000
H (1.02, -2.84, -1.88)  0.000
H (1.91, -3.43, -0.47)  0.000
H (-0.35, -5.56, 0.33)  0.001
H (0.66, -4.61, 1.40)  0.005
H (-1.12, -4.47, 1.48)  0.006
H (-2.54, -0.04, 2.20)  0.000
H (-1.92, -1.08, 3.51)  0.015
H (-2.58, 0.52, 3.88)  0.000
H (-1.25, 2.13, 1.63)  0.000
H (-1.16, 2.60, 3.33)  0.000
H (0.33, 2.40, 2.37)  0.000
H (0.27, -0.58, 4.62)  0.012
H (1.17, 0.89, 4.17)  0.000
H (-0.35, 1.00, 5.08)  0.000
H (3.58, -4.33, 3.01)  0.000
H (4.55, -3.24, 4.02)  0.000
H (2.80, -3.38, 4.29)  0.001
H (4.38, -3.20, 0.91)  0.000
H (4.15, -1.45, 0.70)  0.000
H (5.37, -2.06, 1.84)  0.002
H (2.58, -0.91, 4.06)  0.001
H (4.27, -0.66, 3.65)  0.000
H (3.03, -0.09, 2.53)  0.000
Br (-0.22, 3.18, -4.27)  0.000
C (-1.35, 3.39, -2.75)  0.000
C (-1.77, 4.67, -2.40)  0.000
C (-2.59, 4.78, -1.29)  0.000
C (-2.94, 3.64, -0.59)  0.000
C (-2.44, 2.43, -1.02)  0.000
N (-1.66, 2.30, -2.10)  0.001
C (-2.74, 1.18, -0.22)  0.004
O (-3.71, 1.14, 0.51)  0.005
O (-1.90, 0.19, -0.38)  0.009
H (-1.45, 5.52, -2.98)  0.000
H (-2.94, 5.76, -0.98)  0.000
H (-3.58, 3.67, 0.28)  0.000
N (3.59, 0.59, -4.22)  0.000
C (2.66, 0.00, -5.01)  0.000
O (2.84, -0.29, -6.18)  0.000
C (1.33, -0.26, -4.35)  -0.001
C (0.19, -0.37, -5.12)  0.007
C (-1.03, -0.51, -4.48)  -0.001
C (-1.06, -0.50, -3.10)  0.006
N (0.05, -0.45, -2.35)  -0.003
C (1.22, -0.35, -2.98)  0.006
H (4.46, 0.83, -4.66)  0.000
H (3.37, 0.99, -3.31)  0.000
H (0.27, -0.33, -6.20)  0.000
H (-1.95, -0.57, -5.04)  0.000
H (-2.00, -0.52, -2.56)  0.000
H (2.10, -0.34, -2.35)  0.000
O (0.58, 1.78, -0.24)  0.032
Se (2.22, 1.42, -0.16)  0.007
O (2.90, 1.89, 1.21)  0.005
O (1.93, -0.26, -0.20)  0.001
O (2.99, 1.82, -1.52)  0.001

---

Record 3
Entry from OMol25: an isolated molecule of C7H10O (ωB97M-V/def2-TZVPD).

The calculation puts the LUMO energy at 0.88 eV. The multiplicity is 1. For the energy above the lowest of the compared OMol25 structures with the same formula, charge and spin, the calculation gives 714.6 kJ/mol. Its structure (SMILES) is C1=C[C@H]2CC[C@@H](C1)O2. The total energy comes out at -347.69100 a.u.

Each line ends with the Löwdin charge.
Positions of all 18 atoms, in Å:
C (-1.56, 0.94, 0.31)  -0.071
C (-1.14, 0.63, -1.02)  -0.009
C (-0.18, -0.58, -1.01)  -0.371
C (1.33, -0.36, -1.36)  -0.052
C (1.84, -0.19, 0.26)  -0.058
C (0.39, -0.06, 0.98)  -0.363
C (-0.81, 0.68, 1.69)  -0.079
O (-0.19, -1.12, 0.29)  -0.082
H (-2.31, 1.91, 0.37)  0.133
H (-1.70, 0.77, -1.92)  0.091
H (-0.56, -1.07, -1.86)  0.123
H (1.73, -1.33, -1.71)  0.096
H (1.47, 0.33, -2.19)  0.097
H (2.38, -1.13, 0.51)  0.089
H (2.48, 0.82, 0.41)  0.140
H (0.48, 0.73, 0.37)  0.020
H (-1.53, 0.04, 2.39)  0.142
H (-0.15, 1.56, 2.16)  0.153

---

Record 4
Entry from OMol25: a 2-piece molecular cluster, C5H14O overall (ωB97M-V/def2-TZVPD).

The calculation puts the LUMO energy at 1.04 eV. The multiplicity is 1. For the energy above the lowest of the compared OMol25 structures with the same formula, charge and spin, the calculation gives 62.5 kJ/mol. Its structure (SMILES) is CCC.CCO. The total energy comes out at -274.11826 a.u.

Each line ends with the Löwdin charge.
Positions of all 20 atoms, in Å:
C (1.18, 1.16, 0.98)  -0.121
C (0.77, 1.63, -0.42)  -0.323
C (1.85, 1.30, -1.43)  -0.139
H (2.06, 1.73, 1.30)  0.070
H (0.37, 1.35, 1.68)  0.063
H (1.41, 0.10, 0.99)  0.057
H (-0.16, 1.17, -0.73)  0.072
H (0.65, 2.72, -0.40)  0.101
H (1.61, 1.61, -2.46)  0.071
H (2.00, 0.22, -1.49)  0.068
H (2.81, 1.78, -1.25)  0.069
C (-1.48, -1.76, 1.43)  -0.092
C (-1.80, -1.13, 0.09)  -0.288
O (-0.67, -1.12, -0.81)  -0.103
H (-1.11, -2.79, 1.35)  0.075
H (-2.38, -1.76, 2.05)  0.078
H (-0.70, -1.21, 1.97)  0.066
H (-2.53, -1.74, -0.44)  0.110
H (-2.09, -0.11, 0.24)  0.102
H (0.06, -1.60, -0.41)  0.064

---

Record 5
Entry from OMol25: an isolated molecule of C5H7N (ωB97M-V/def2-TZVPD).

The calculation puts the LUMO energy at 0.93 eV. The multiplicity is 1. For the energy above the lowest of the compared OMol25 structures with the same formula, charge and spin, the calculation gives 106.7 kJ/mol. Its structure (SMILES) is C[C@H]1C[C@H]1C#N. The total energy comes out at -249.43261 a.u.

Each line ends with the Löwdin charge.
Positions of all 13 atoms, in Å:
C (-1.10, 0.14, 1.17)  -0.062
C (0.08, 0.66, 0.39)  -0.304
C (1.28, -0.16, 0.06)  -0.074
C (0.34, 0.28, -1.05)  -0.234
C (-0.25, -0.87, -1.72)  -0.205
N (-0.54, -1.87, -2.22)  0.144
H (-1.98, 0.76, 0.98)  0.081
H (-0.90, 0.14, 2.25)  0.080
H (-1.34, -0.88, 0.86)  0.081
H (0.32, 1.71, 0.60)  0.139
H (1.17, -1.22, 0.23)  0.112
H (2.30, 0.22, 0.13)  0.110
H (0.61, 1.11, -1.69)  0.134

---

Look up the total energy of the first one. -3341.90073 a.u.

---

Look up the total energy of the third one. -347.69100 a.u.